The following is a quantum chemistry calculation of C4H12NO4 as an isolated structure in a non-equilibrium geometry, from the OMol25 dataset.

```
! wB97M-V def2-TZVPD RIJCOSX def2/J DEFGRID3
* xyz 1 1
C 0.13 1.33 1.09
C -1.07 -0.81 0.78
C 1.43 -0.89 -0.16
C -0.58 0.64 -1.23
N -0.12 0.24 0.17
O 1.62 -1.48 1.02
O 2.37 0.00 -0.47
O -1.66 1.37 -1.07
O -0.82 -0.45 -1.98
H 0.41 1.05 2.15
H 1.08 1.96 0.89
H -0.73 1.96 1.02
H -1.22 -1.51 -0.07
H -0.56 -1.34 1.71
H -2.02 -0.24 1.02
H 1.11 -1.41 -1.04
H 0.16 1.35 -1.68
H 1.28 -2.43 1.19
H 3.03 0.12 0.36
H -2.39 0.74 -0.94
H -1.43 -0.20 -2.78
*
```

The calculation puts the energy above the lowest of the compared OMol25 structures with the same formula, charge and spin at 226.7 kJ/mol. The max |F| is 4.2 eV/Å. For the HOMO energy, the calculation gives -14.63 eV.